{"formula": "C62H86N10O6", "method": "ωB97M-V/def2-TZVPD", "multiplicity": 1, "e_above_lowest_kcal_mol": 0.0, "total_charge": 0, "homo_ev": -9.2, "orbital_gap_ev": 9.8, "symbols": ["C", "C", "O", "H", "H", "H", "H", "H", "H", "C", "C", "O", "H", "H", "H", "H", "H", "H", "C", "C", "O", "H", "H", "H", "H", "H", "H", "C", "C", "O", "H", "H", "H", "H", "H", "H", "C", "C", "O", "H", "H", "H", "H", "H", "H", "C", "C", "O", "H", "H", "H", "H", "H", "H", "N", "C", "C", "C", "C", "C", "H", "H", "H", "H", "H", "N", "C", "C", "C", "C", "C", "H", "H", "H", "H", "H", "N", "C", "C", "C", "C", "C", "H", "H", "H", "H", "H", "N", "C", "C", "C", "C", "C", "H", "H", "H", "H", "H", "N", "C", "C", "C", "C", "C", "H", "H", "H", "H", "H", "N", "C", "C", "C", "C", "C", "H", "H", "H", "H", "H", "N", "C", "C", "C", "C", "C", "H", "H", "H", "H", "H", "N", "C", "C", "C", "C", "C", "H", "H", "H", "H", "H", "N", "C", "C", "C", "C", "C", "H", "H", "H", "H", "H", "N", "C", "C", "C", "C", "C", "H", "H", "H", "H", "H"], "coordinates": [[5.9086, -3.0255, 4.7950], [5.0708, -1.7849, 5.0361], [3.8827, -1.8864, 4.2763], [5.3194, -3.8992, 5.0745], [6.8662, -2.8562, 5.2957], [6.1930, -3.0392, 3.7509], [5.5896, -0.8961, 4.6904], [4.8367, -1.6700, 6.1016], [3.5089, -1.0183, 4.0700], [-3.9850, -0.2411, 0.9351], [-3.5283, 1.1924, 0.7541], [-2.1322, 1.3906, 0.9974], [-3.3606, -0.8758, 0.3093], [-5.0008, -0.2831, 0.5314], [-3.9159, -0.5889, 1.9685], [-4.1333, 1.9250, 1.3142], [-3.7231, 1.4828, -0.2787], [-2.0057, 1.2196, 1.9461], [-0.2690, -1.7338, 0.0489], [0.5740, -0.3944, 0.2024], [0.0220, 0.6808, -0.6007], [0.1414, -2.5182, 0.6927], [-0.3288, -2.0940, -0.9889], [-1.2828, -1.4870, 0.3547], [1.6260, -0.5028, -0.0716], [0.5426, -0.0954, 1.2614], [-0.7615, 0.9900, -0.1053], [3.1256, 2.9661, -6.0410], [2.7443, 3.0989, -4.5539], [3.8452, 3.4166, -3.7033], [3.5541, 3.8883, -6.4625], [2.2905, 2.6499, -6.6820], [3.9295, 2.2341, -6.0053], [2.3314, 2.1641, -4.2004], [1.9939, 3.8960, -4.4753], [3.9333, 4.3637, -3.7081], [-6.3938, -3.1571, 1.7417], [-7.2025, -2.6265, 0.5908], [-6.3029, -2.2352, -0.4405], [-5.8719, -4.0435, 1.3981], [-7.0510, -3.4246, 2.5669], [-5.7135, -2.4339, 2.1696], [-7.7829, -1.7338, 0.8602], [-7.8835, -3.3935, 0.1999], [-6.7094, -2.3651, -1.3100], [-0.6137, 2.7047, 4.0690], [-0.9705, 1.2731, 4.3983], [-2.1262, 0.8975, 3.6773], [-1.4791, 3.3145, 4.3694], [-0.4338, 2.8715, 3.0121], [0.2967, 3.0397, 4.5724], [-1.2424, 1.1751, 5.4410], [-0.1845, 0.6030, 4.0896], [-2.2318, -0.0544, 3.5942], [0.4460, 6.4735, 0.3967], [0.5398, 5.1536, 0.5256], [0.7217, 4.2849, -0.5263], [0.8394, 4.8124, -1.8231], [0.7207, 6.1994, -1.9634], [0.5349, 6.9848, -0.8246], [0.4179, 4.6872, 1.4877], [0.7433, 3.2026, -0.4484], [0.9645, 4.2105, -2.7160], [0.7828, 6.6767, -2.9313], [0.4536, 8.0605, -0.9479], [3.0599, 0.8701, 3.7025], [3.3346, 1.8012, 4.6181], [3.3902, 3.1419, 4.3393], [3.1980, 3.5537, 3.0500], [2.9465, 2.6137, 2.0622], [2.9004, 1.2782, 2.4437], [3.4881, 1.4401, 5.6292], [3.5175, 3.8084, 5.1838], [3.2045, 4.6171, 2.8497], [2.8467, 2.9736, 1.0477], [2.7370, 0.5208, 1.6819], [-1.5613, -4.8216, 0.4844], [-0.4262, -5.4042, 0.0517], [-0.1713, -5.6446, -1.2659], [-1.1740, -5.3173, -2.1795], [-2.3409, -4.7015, -1.7790], [-2.5256, -4.4482, -0.4118], [0.3128, -5.5955, 0.8171], [0.7924, -6.0050, -1.6058], [-1.0915, -5.4816, -3.2413], [-3.1344, -4.4523, -2.4748], [-3.4618, -3.9541, -0.0806], [1.2785, -2.0540, -5.4297], [1.8194, -3.1942, -4.9497], [2.5650, -3.2114, -3.7867], [2.7770, -2.0064, -3.1239], [2.2395, -0.8393, -3.6192], [1.4513, -0.8921, -4.7554], [1.5994, -4.0936, -5.5256], [3.0651, -4.1067, -3.4427], [3.4130, -1.9754, -2.2467], [2.4332, 0.0768, -3.0561], [0.9899, 0.0241, -5.1743], [-4.4962, -1.1592, -4.0672], [-3.7298, -1.9272, -4.9262], [-2.3631, -2.1633, -4.6944], [-1.7804, -1.6407, -3.5661], [-2.5614, -0.8453, -2.7080], [-3.8882, -0.6566, -2.9695], [-4.2048, -2.3244, -5.8329], [-1.7899, -2.6909, -5.4306], [-0.7171, -1.8285, -3.4080], [-2.1661, -0.3342, -1.8293], [-4.4776, -0.0563, -2.2723], [4.7288, -0.0141, -0.8085], [5.1559, 1.1398, -1.3226], [6.0729, 1.9895, -0.6919], [6.6095, 1.5770, 0.5134], [6.1686, 0.3522, 1.0487], [5.2183, -0.3954, 0.3757], [4.7093, 1.4451, -2.2760], [6.3172, 2.9563, -1.1127], [7.3115, 2.2285, 1.0190], [6.6135, 0.0486, 2.0056], [4.8692, -1.3326, 0.8301], [-4.0051, 5.4993, -1.5169], [-5.2596, 5.7926, -1.1050], [-5.6901, 5.5908, 0.2186], [-4.8005, 4.9660, 1.0889], [-3.5160, 4.6698, 0.6471], [-3.1496, 4.9403, -0.6338], [-6.0049, 6.2087, -1.7639], [-6.7050, 5.8622, 0.5002], [-5.0404, 4.7071, 2.1101], [-2.8439, 4.2229, 1.3676], [-2.1253, 4.7400, -0.9829], [-0.3167, 2.1975, -5.0592], [-0.8246, 3.2003, -5.7895], [-1.8112, 4.0769, -5.3192], [-2.2317, 3.8986, -3.9815], [-1.7216, 2.8245, -3.2548], [-0.7702, 2.0289, -3.8285], [-0.4512, 3.2173, -6.8067], [-2.1887, 4.9204, -5.8766], [-2.9720, 4.5165, -3.4779], [-2.1125, 2.5841, -2.2699], [-0.3594, 1.1650, -3.2959], [3.0517, -5.8363, 0.1830], [3.0512, -6.5133, 1.3396], [2.9638, -5.8959, 2.5773], [2.9189, -4.5242, 2.6536], [2.9425, -3.8135, 1.4613], [3.0358, -4.4943, 0.2597], [3.0937, -7.6054, 1.2870], [2.9713, -6.4793, 3.5064], [2.8515, -4.0436, 3.6194], [2.8552, -2.7300, 1.4494], [3.0669, -3.9681, -0.7072], [-2.3787, -1.8564, 4.1619], [-2.2631, -2.0680, 5.4895], [-2.1040, -3.3220, 6.0128], [-1.9772, -4.4191, 5.1333], [-2.0540, -4.2163, 3.7682], [-2.2685, -2.9174, 3.3198], [-2.3749, -1.1769, 6.1385], [-2.0707, -3.4956, 7.0913], [-1.8045, -5.4298, 5.4811], [-1.9205, -5.0406, 3.0920], [-2.4298, -2.6985, 2.2644]]}

***

{"formula": "C26H29BrF6N2OPdSb", "method": "ωB97M-V/def2-TZVPD", "multiplicity": 2, "e_above_lowest_kcal_mol": 0.0, "total_charge": 2, "homo_ev": [-13.8, -13.8], "orbital_gap_ev": [4.4, 4.4], "symbols": ["Pd", "C", "C", "C", "C", "C", "C", "C", "Br", "C", "O", "C", "C", "C", "C", "C", "C", "H", "H", "H", "H", "H", "H", "H", "H", "H", "H", "H", "H", "H", "H", "H", "H", "H", "H", "H", "H", "C", "C", "C", "C", "C", "C", "N", "N", "C", "C", "C", "C", "C", "C", "H", "H", "H", "H", "H", "H", "H", "H", "H", "F", "Sb", "F", "F", "F", "F", "F"], "coordinates": [[-0.0015, -0.6613, 2.1258], [-3.7414, 1.1413, -4.1273], [-2.6671, 2.1673, -3.7659], [-3.3498, 3.5544, -3.5151], [-1.6647, 2.3048, -4.9322], [-1.9683, 1.8852, -2.4892], [-2.4548, 0.8922, -1.5935], [-1.7950, 0.6435, -0.4444], [-2.3739, -0.6485, 0.7633], [-0.5325, 1.3960, -0.1119], [0.1193, 1.0905, 0.8722], [-0.0924, 2.5129, -1.0135], [-0.8159, 2.6847, -2.1365], [1.1172, 3.3495, -0.6538], [1.3604, 4.4357, -1.7037], [0.8702, 4.0439, 0.7003], [2.3721, 2.4548, -0.5917], [-4.1801, 1.4189, -5.0841], [-4.5544, 1.1149, -3.4013], [-3.3258, 0.1382, -4.2357], [-3.8881, 3.8000, -4.4309], [-2.6275, 4.3452, -3.3186], [-4.0675, 3.5065, -2.6964], [-2.2370, 2.4914, -5.8398], [-1.0972, 1.3849, -5.0749], [-0.9717, 3.1350, -4.8107], [-3.3407, 0.3266, -1.8426], [-0.5302, 3.4578, -2.8311], [0.5167, 5.1233, -1.7873], [1.5810, 4.0153, -2.6865], [2.2273, 5.0224, -1.4028], [0.0137, 4.7175, 0.6457], [1.7469, 4.6423, 0.9481], [0.7048, 3.3370, 1.5105], [2.5669, 1.9930, -1.5608], [2.2990, 1.6703, 0.1580], [3.2277, 3.0843, -0.3462], [0.1635, -6.8202, 1.2175], [0.9229, -6.1146, 0.2671], [1.5498, -4.9617, 0.6272], [1.4177, -4.5332, 1.9819], [0.6559, -5.2488, 2.9577], [0.0605, -6.4096, 2.5581], [1.9874, -3.4055, 2.3336], [2.4586, -2.5468, 2.8955], [2.6546, -1.2489, 3.2483], [3.8680, -0.9602, 3.8968], [4.1110, 0.3336, 4.2966], [3.1479, 1.3096, 4.0622], [1.9414, 1.0190, 3.4161], [1.6759, -0.2628, 3.0047], [-0.3585, -7.7144, 0.9063], [0.9662, -6.4685, -0.7521], [2.1155, -4.3592, -0.0697], [0.5598, -4.8558, 3.9610], [-0.5413, -6.9783, 3.2524], [4.5805, -1.7556, 4.0700], [5.0348, 0.5848, 4.7971], [3.3293, 2.3248, 4.3918], [1.2198, 1.8101, 3.2604], [1.1130, -1.5629, 0.6811], [-2.0285, -4.0766, 1.1933], [-0.0612, -2.1376, 3.3536], [-1.8282, -5.8001, 0.2032], [-2.9520, -5.0959, 2.4958], [-3.4057, -3.6225, -0.0391], [-2.8041, -2.4137, 2.2359]]}

***

{"formula": "C3H11NO", "method": "ωB97M-V/def2-TZVPD", "multiplicity": 1, "e_above_lowest_kcal_mol": 29.8, "total_charge": 0, "smiles": "CN(C)C.O", "homo_ev": -8.9, "orbital_gap_ev": 9.7, "symbols": ["C", "N", "C", "C", "H", "H", "H", "H", "H", "H", "H", "H", "H", "O", "H", "H"], "coordinates": [[0.5217, -1.8235, -1.5441], [0.7761, -0.5677, -0.8138], [0.6684, 0.5595, -1.7626], [-0.2107, -0.3907, 0.2510], [1.1748, -1.8167, -2.4104], [-0.5318, -1.9113, -1.8377], [0.7042, -2.6835, -0.9004], [1.3091, 1.3871, -1.4563], [0.9844, 0.2021, -2.7412], [-0.3141, 1.0191, -1.9218], [-1.0463, 0.3052, 0.0925], [0.2743, -0.1062, 1.1855], [-0.8083, -1.2908, 0.4438], [-1.4137, 1.9372, 3.4523], [-1.7149, 1.3797, 2.7123], [-0.4948, 2.1539, 3.2894]]}

***

{"formula": "H10O5", "method": "ωB97M-V/def2-TZVPD", "multiplicity": 1, "e_above_lowest_kcal_mol": 40.0, "total_charge": 0, "smiles": "O.O.O.O.O", "homo_ev": -11.1, "orbital_gap_ev": 10.8, "symbols": ["O", "H", "H", "O", "H", "H", "O", "H", "H", "O", "H", "H", "O", "H", "H"], "coordinates": [[-0.9599, -0.7182, 1.6825], [-1.2420, 0.2004, 1.7573], [-0.9903, -0.8965, 0.7358], [-3.1515, -0.8678, -1.2065], [-2.3107, -1.3328, -1.2830], [-3.5389, -1.2156, -0.3954], [1.9475, -0.6965, 1.2355], [1.8531, 0.0636, 0.6503], [1.8546, -1.4563, 0.6499], [2.9883, -0.2129, -1.4030], [2.0845, -0.5175, -1.5423], [3.4256, -0.9611, -0.9813], [-0.3025, 3.0090, 0.1511], [-0.5954, 2.0915, 0.1143], [-1.0624, 3.5106, -0.1651]]}

***

What did the fourth record say?
{"formula": "H10O5", "method": "ωB97M-V/def2-TZVPD", "multiplicity": 1, "e_above_lowest_kcal_mol": 40.0, "total_charge": 0, "smiles": "O.O.O.O.O", "homo_ev": -11.1, "orbital_gap_ev": 10.8, "symbols": ["O", "H", "H", "O", "H", "H", "O", "H", "H", "O", "H", "H", "O", "H", "H"], "coordinates": [[-0.9599, -0.7182, 1.6825], [-1.2420, 0.2004, 1.7573], [-0.9903, -0.8965, 0.7358], [-3.1515, -0.8678, -1.2065], [-2.3107, -1.3328, -1.2830], [-3.5389, -1.2156, -0.3954], [1.9475, -0.6965, 1.2355], [1.8531, 0.0636, 0.6503], [1.8546, -1.4563, 0.6499], [2.9883, -0.2129, -1.4030], [2.0845, -0.5175, -1.5423], [3.4256, -0.9611, -0.9813], [-0.3025, 3.0090, 0.1511], [-0.5954, 2.0915, 0.1143], [-1.0624, 3.5106, -0.1651]]}